# 1
The following is a quantum chemistry calculation of 3 unconnected molecules or ions with the total composition C13H40F3N6O2P3, from the OMol25 dataset.

Properties
Charge: 0
Calculated total energy, eV: -63178.303

Structure (XYZ):
```
67
Properties=species:S:1:pos:R:3:forces:R:3
C 4.92137 0.16890 -2.46898 0.2887 0.0623 0.2678
N 4.44798 1.31390 -3.21032 0.2972 -0.4504 -0.1131
C 4.77042 1.23220 -4.62519 -0.2609 0.5590 -0.0879
P 3.71597 2.78788 -2.69539 -0.6504 -5.8128 3.8615
O 2.39105 2.58260 -3.40986 1.4056 3.1423 -1.6022
N 3.08991 2.78542 -1.10196 -0.5662 0.1854 -0.0611
C 3.63026 2.00581 -0.00374 0.6023 0.2617 0.4630
C 1.63601 2.84154 -0.96538 -0.2974 -0.0411 -0.2262
N 5.22932 3.42921 -2.04606 -0.3320 2.7609 -1.7669
C 5.32902 4.85867 -2.44103 -0.2884 0.1704 0.3912
C 6.55021 2.83225 -2.12567 0.1186 -0.6185 -0.4239
H 5.99487 0.00142 -2.64298 -0.0177 -0.0462 -0.0189
H 4.39805 -0.74626 -2.76903 -0.0600 0.0222 -0.0185
H 4.80748 0.26960 -1.39305 -0.1247 0.1321 -0.0621
H 5.60281 1.90734 -4.88215 0.0417 -0.1097 -0.1608
H 3.91116 1.51179 -5.24023 0.0139 0.0255 0.0206
H 5.06107 0.22363 -4.91788 -0.0061 -0.0454 0.1888
H 3.35627 0.94645 -0.07571 -0.0062 0.0208 -0.0442
H 3.23611 2.35380 0.95193 -0.1246 0.1487 -0.1478
H 4.71192 2.09649 0.10016 0.0458 -0.0405 -0.3546
H 1.17175 1.87200 -1.18641 -0.0727 0.0481 -0.0344
H 1.20683 3.59009 -1.62454 0.0468 -0.1275 -0.1232
H 1.35563 3.12612 0.04911 0.2920 -0.0560 0.0981
H 5.47446 4.96380 -3.52100 0.1468 0.1368 0.0350
H 6.14712 5.36740 -1.92989 0.0129 -0.1314 0.0634
H 4.40806 5.38566 -2.17053 -0.0363 -0.1020 -0.0414
H 6.85924 2.57194 -3.14342 0.0590 -0.1239 0.0606
H 6.62863 1.96223 -1.47477 -0.2038 -0.1794 -0.2314
H 7.29298 3.53124 -1.73496 -0.2457 0.2467 -0.0532
C -5.43926 -1.69461 -0.24521 -0.2543 -0.3008 -0.0218
N -4.09005 -1.97436 0.18818 -0.2085 0.1341 -0.4461
C -3.11324 -1.77471 -0.87156 0.4518 -0.1912 0.3816
P -3.47129 -2.62571 1.65776 -6.1638 3.4216 -0.2223
O -2.66796 -1.40345 2.06588 2.6849 -2.5826 -0.3208
N -4.55878 -2.59993 2.98241 0.3419 0.3058 0.5277
C -5.99866 -2.70606 2.87196 -0.4022 -0.6668 0.0417
C -4.24447 -1.68543 4.07859 0.2177 0.2816 0.0297
N -4.03266 -4.25937 1.29069 3.0291 -1.2077 0.5504
C -2.95279 -5.21142 1.66409 -0.1288 -0.0322 0.5057
C -4.66005 -4.72537 0.06666 -0.0459 0.4585 -0.6238
H -5.68761 -2.26183 -1.15423 -0.0036 0.0478 -0.0188
H -5.57179 -0.63248 -0.47997 0.0465 0.0285 0.0413
H -6.19636 -1.96174 0.48686 0.1532 0.0060 0.1045
H -2.76199 -2.73833 -1.27363 0.0539 0.0897 -0.1654
H -2.24088 -1.22823 -0.50419 -0.0030 -0.0315 0.0071
H -3.52559 -1.20151 -1.70108 -0.1699 -0.0105 0.0926
H -6.45642 -1.77110 2.52629 0.0378 -0.0051 -0.0182
H -6.44379 -2.91975 3.84869 0.1914 0.0182 0.0472
H -6.32432 -3.52874 2.23573 0.2085 0.0824 -0.2263
H -4.48371 -0.64627 3.81909 0.0764 0.0246 0.0564
H -3.19512 -1.74235 4.35135 0.0089 0.0760 -0.1389
H -4.81071 -1.94768 4.97523 -0.1742 -0.1677 -0.1719
H -2.08608 -5.10784 1.00409 0.0065 -0.1991 -0.0188
H -3.29225 -6.24708 1.63085 -0.1288 0.0673 -0.0340
H -2.62234 -5.01745 2.68997 -0.0138 0.1050 -0.0469
H -4.08936 -4.49727 -0.83919 -0.1306 0.0303 -0.0606
H -5.67691 -4.34521 -0.02382 0.1386 0.3223 -0.0749
H -4.77823 -5.81033 0.10541 0.2497 0.0115 0.2559
F 1.41508 1.30924 3.93877 0.0446 -0.1025 0.2498
C 0.86629 1.74362 2.78866 -0.0112 0.0764 0.1520
F 1.29087 0.91358 1.81748 -0.0069 -0.1706 -0.1123
F 1.41479 2.95509 2.53769 0.1110 0.2008 -0.0532
P -1.06674 1.88179 2.84854 -1.4510 0.1015 -0.2953
H -1.09815 1.75244 1.43511 0.1881 -0.0067 0.1610
H -0.98082 3.20880 3.36369 0.4869 -0.2561 0.0577
H -1.18359 0.70684 3.63457 0.4346 0.0788 -0.0016
H -2.52100 2.02108 2.88752 0.0562 -0.0760 -0.0684
```
Forces are in eV/Å.

# 2
The following is a quantum chemistry calculation of C22H22N4O3S in the gas phase, from the OMol25 dataset.

Properties
Energy relative to the best compared isomer or geometry (same formula, charge and spin), kcal per mole: 35.6
Charge: 0

Structure (XYZ):
```
52
Properties=species:S:1:pos:R:3:forces:R:3
N -4.85514 -2.24078 2.32335 -0.0448 -0.1716 0.5567
C -4.64994 -1.89816 1.25204 -0.2274 -0.0795 0.2148
C -4.33699 -1.43813 -0.07477 -0.1652 0.0549 -0.6614
C -3.15520 -2.30824 -0.60943 0.0262 0.0968 0.0260
O -3.32959 -3.31221 -1.23110 -0.0431 0.0016 -0.0459
C -1.85573 -1.66350 -0.27079 0.6710 -0.1700 -0.1254
C -1.24197 -0.87335 -1.23938 0.0785 -0.1284 0.1611
C -0.19481 -0.04221 -0.88115 -0.0273 0.0520 -0.1048
C 0.24729 -0.02895 0.42747 0.2999 0.4184 0.2857
S 1.51203 1.15145 0.92275 0.0762 -0.0500 -0.1366
O 1.28271 2.34202 0.15875 0.0682 -0.1898 -0.2284
O 1.48264 1.21953 2.35522 0.0234 -0.3350 0.0000
N 2.95683 0.51866 0.46327 -0.9126 0.5152 0.3051
C 3.50157 0.84291 -0.83003 0.1997 0.2781 -0.5881
C 3.96351 -0.37071 -1.64704 -0.2283 0.0133 0.1285
C 3.11358 -1.62764 -1.45104 0.2895 -0.0736 -0.0572
C 3.55274 -2.45882 -0.24411 -0.3372 0.0516 0.0925
C 3.13830 -1.87044 1.10252 0.3514 0.0404 -0.1207
C 3.61114 -0.43071 1.32489 -0.1318 -0.5509 0.6333
C -0.31211 -0.85937 1.37994 -0.0041 0.0002 0.1420
C -1.37586 -1.67553 1.03605 0.0733 -0.1444 -0.2048
C -3.90970 -0.00370 -0.07243 -0.1842 0.4911 0.1122
N -3.85976 0.72838 -1.14425 -0.4044 -0.5192 -0.3106
C -3.21383 1.88388 -0.77418 0.2297 0.0423 0.6899
C -2.84705 2.99156 -1.52988 0.0192 -0.0446 0.0649
C -2.13143 3.98403 -0.89508 -0.0086 0.1062 -0.2035
C -1.78473 3.89595 0.45497 -0.0161 -0.0509 0.1717
C -2.15038 2.81266 1.22677 0.0255 0.0648 0.1305
C -2.86804 1.81189 0.59443 -0.0590 0.2119 -0.5703
N -3.34599 0.59598 1.02112 -0.2580 -0.0204 -0.0929
H -5.19619 -1.59010 -0.73581 0.1385 0.0533 0.0540
H -1.62303 -0.87218 -2.24865 -0.0517 0.0568 -0.0895
H 0.24766 0.63263 -1.59584 0.0040 0.0879 -0.1625
H 2.71316 1.38587 -1.35159 0.2176 0.0075 -0.1628
H 4.34818 1.53279 -0.70689 -0.1497 -0.0049 -0.0483
H 3.95086 -0.07899 -2.69868 0.0983 0.0521 0.0074
H 4.99777 -0.60955 -1.39180 0.0634 0.0016 -0.0647
H 2.06036 -1.35830 -1.35215 -0.0683 -0.0641 -0.0823
H 3.21294 -2.25085 -2.34266 -0.0861 0.0298 -0.0096
H 3.11560 -3.45672 -0.32624 0.0784 -0.0386 0.0035
H 4.63892 -2.57494 -0.27107 0.0638 -0.0657 -0.0256
H 2.05058 -1.89519 1.18636 0.0349 -0.0684 0.0759
H 3.54862 -2.49274 1.90058 -0.0637 -0.0165 0.0762
H 4.69141 -0.35459 1.17604 -0.0083 0.0988 0.0117
H 3.37676 -0.12888 2.34843 0.2768 -0.1038 -0.0304
H 0.06130 -0.81490 2.39120 -0.0061 -0.0601 0.1350
H -1.84945 -2.30048 1.77935 -0.0369 -0.0262 0.1084
H -3.10772 3.05251 -2.57411 -0.0299 0.0180 -0.1319
H -1.81946 4.85254 -1.45516 0.0284 0.0751 -0.0534
H -1.20715 4.68965 0.90137 0.0741 0.0692 0.0513
H -1.87080 2.73671 2.26583 0.0646 0.0326 0.1300
H -3.28442 0.21926 1.95259 -0.0218 -0.0451 -0.0568
```
Forces are in eV/Å.

Computed values of max |F| (unit: eV Å⁻¹) for the preceding records, in sequence: 7.05, 1.09.